No. 1
The following is a quantum chemistry calculation of C19H29FN4O2PbSSi as an isolated structure at a distorted geometry, from OMol25.

XYZ file:
```
58
Properties=species:S:1:pos:R:3:forces:R:3
Pb 1.644359 0.049783 -0.822445 0.978 0.680 0.385
C -2.019141 -3.478917 -1.451645 0.698 0.660 -0.239
Si -0.492941 -2.666917 -2.284245 0.254 -2.634 -0.586
C -0.385741 -3.195117 -4.132245 -0.022 0.712 1.025
C 1.172659 -3.107617 -1.474045 -0.777 0.212 -0.175
N -0.555341 -0.922417 -2.180745 -1.562 2.216 -0.556
C -1.495441 -0.119917 -2.621345 1.273 -1.201 0.612
C -2.698241 -0.551817 -3.275745 -1.034 0.130 -0.629
C -3.591241 0.338883 -3.806245 0.006 -1.006 0.042
C -3.372441 1.717283 -3.708345 0.504 0.029 0.304
C -2.247141 2.200483 -3.042345 0.517 0.149 0.324
C -1.349941 1.309983 -2.510745 0.410 1.391 0.246
F -0.266041 1.785983 -1.872545 -0.758 -0.401 -0.511
H -1.696441 -4.310117 -0.833245 0.117 -0.120 0.123
H -2.716641 -3.872617 -2.183945 -0.029 -0.017 -0.236
H -2.556441 -2.776117 -0.822845 -0.094 0.102 0.206
H -0.242341 -4.270717 -4.163345 0.006 -0.194 0.042
H 0.464059 -2.719917 -4.611545 0.158 0.033 -0.118
H -1.280741 -2.942017 -4.691045 -0.176 -0.009 -0.073
H 1.249259 -4.185317 -1.362445 -0.031 -0.200 0.029
H 1.308259 -2.689917 -0.476345 -0.024 -0.066 0.235
H 2.010759 -2.806617 -2.097545 0.121 0.093 -0.161
H -2.884541 -1.610217 -3.358445 -0.001 -0.158 0.001
H -4.477641 -0.018517 -4.307345 -0.051 -0.069 -0.032
H -4.074441 2.410483 -4.143245 -0.105 0.119 -0.050
H -2.070141 3.260883 -2.941545 0.052 0.064 0.020
N 4.272559 3.953283 -0.725545 -0.040 0.301 -0.378
C 3.676059 2.832583 -0.333645 0.689 0.348 1.050
O 2.882559 2.207683 -1.067445 -0.625 -0.674 -0.337
C 4.014359 2.375683 1.027155 -0.253 0.307 -0.957
C 4.667459 3.180983 1.957655 0.064 -0.076 0.250
N 5.168759 3.858183 2.738755 0.270 0.373 0.261
C 3.591359 1.100583 1.249955 -0.485 -0.731 -0.262
N 3.080359 0.055183 1.146155 0.345 -0.236 0.247
H 4.113359 4.313183 -1.654145 -0.079 -0.049 0.074
H 4.925259 4.445983 -0.134145 -0.028 -0.098 0.009
C -1.113541 3.051883 3.402855 0.181 0.206 -0.085
C 0.371159 2.841083 3.137555 -0.231 -0.029 -0.034
C 0.761259 1.380683 3.295455 -0.244 0.203 -0.375
S -0.322141 0.304283 2.281855 1.097 -0.359 1.358
O 0.154559 0.438583 0.835155 -0.167 0.156 -0.919
C 0.414459 -1.271117 2.857655 -0.378 0.018 -0.360
C -0.466541 -2.424717 2.403455 -0.195 0.075 0.204
C -1.848141 -2.348117 3.046455 0.091 -0.170 -0.173
H -1.350041 4.109783 3.364655 -0.122 0.105 0.017
H -1.388241 2.677383 4.384955 -0.105 -0.046 0.136
H -1.719241 2.541783 2.654555 -0.142 0.054 0.017
H 0.961059 3.434683 3.840455 0.070 -0.078 -0.115
H 0.615859 3.179183 2.128355 0.116 0.058 0.006
H 0.608359 1.049883 4.322655 -0.071 -0.103 0.033
H 1.790659 1.193783 2.996755 -0.082 -0.208 0.065
H 0.470959 -1.234517 3.944755 -0.032 0.119 0.044
H 1.420059 -1.316317 2.441755 0.066 0.159 0.050
H 0.016959 -3.362317 2.685055 0.055 0.027 -0.144
H -0.557141 -2.399817 1.313655 0.049 -0.126 -0.087
H -1.766341 -2.445317 4.125855 -0.044 0.043 0.131
H -2.486941 -3.151717 2.691555 -0.083 -0.062 -0.013
H -2.335441 -1.401317 2.815355 -0.116 -0.022 0.061
```
Forces are in eV/Å.

* spin multiplicity: 1
* max |F|: 2.77 eV Å⁻¹
* net charge: +2
* E_LUMO (alpha / beta): -9.73 / -10.73 eV
* energy: -2090.7018 Eh
* highest occupied orbital energy (alpha / beta): -13.87 / -12.79 eV

Here are the Löwdin charges for atoms 1 to 8, given in e: 1.58, -0.14, 0.50, -0.13, -0.20, 0.02, -0.25, 0.05

=====

No. 2
The following is a quantum chemistry calculation of a 2-piece molecular cluster, CH5NOS overall at a distorted geometry, from OMol25.

XYZ file:
```
9
Properties=species:S:1:pos:R:3:forces:R:3
C -0.330397 0.022628 1.676929 -1.174 -0.008 0.030
N 0.315274 -0.114565 -2.242131 0.325 0.591 0.358
O 0.880294 0.284573 1.177581 1.733 0.855 -2.198
S 1.011578 1.134114 -1.486315 -0.647 -1.321 1.749
H -0.999171 0.903812 1.694551 -0.081 -0.155 0.045
H -0.192305 -0.276172 2.735149 -0.046 -0.038 -0.044
H -0.846001 -0.822701 1.180733 -0.105 0.053 0.078
H -0.692028 -0.191537 -2.266492 0.096 -0.035 -0.081
H 0.852757 -0.940153 -2.470004 -0.100 0.059 0.063
```
Forces are in eV/Å.

* spin multiplicity: 1
* max |F|: 2.93 eV Å⁻¹
* E_LUMO (alpha / beta): -2.20 / -2.20 eV
* energy: -569.1266 Eh
* highest occupied orbital energy (alpha / beta): -8.22 / -8.23 eV

Here are the Löwdin charges for atoms 1 to 8, given in e: -0.35, -0.44, -0.29, 0.77, 0.07, 0.09, 0.06, 0.04

=====

No. 3
The following is a quantum chemistry calculation of C23H39N2O3P3Re as an isolated structure at a distorted geometry, from OMol25.

XYZ file:
```
71
Properties=species:S:1:pos:R:3:forces:R:3
P -1.654785 -1.730929 -2.004077 -0.727 -2.718 -1.863
C -0.831244 -3.260747 -1.452987 0.818 0.543 1.004
H -1.450323 -4.129118 -1.717247 0.061 0.317 -0.023
H -0.693282 -3.210665 -0.363035 -0.056 -0.335 -0.249
H 0.160465 -3.335943 -1.922437 -0.373 0.023 0.124
C -3.422831 -2.175167 -1.905244 -0.209 1.237 0.822
H -3.990939 -1.583191 -2.632521 0.034 -0.182 0.155
H -3.782032 -1.938369 -0.896222 -0.252 -0.294 -0.217
H -3.524078 -3.246787 -2.106329 0.101 0.164 -0.018
C -1.378775 -1.865050 -3.821257 0.606 0.983 0.099
H -2.190548 -2.449952 -4.277949 0.137 0.162 0.275
H -0.406294 -2.340294 -4.010525 -0.298 0.204 0.030
H -1.363927 -0.854836 -4.250970 -0.022 -0.390 -0.284
P 1.952803 2.853848 -1.790891 -1.039 0.485 -0.327
C 3.408839 1.901928 -1.301720 -0.297 -0.378 0.116
H 4.299997 2.438958 -1.655545 -0.201 -0.137 0.090
H 3.365465 0.898939 -1.745096 0.200 0.277 0.071
H 3.434422 1.807542 -0.207481 0.096 0.053 -0.316
C 2.063623 3.159554 -3.579212 -0.078 -0.356 0.149
H 1.319037 3.906432 -3.880365 0.298 -0.101 0.011
H 1.880522 2.227718 -4.129036 0.154 0.233 0.031
H 3.076871 3.524638 -3.789702 -0.244 -0.008 -0.103
C 2.147652 4.488966 -1.020542 -0.150 -0.191 0.133
H 2.823644 5.082512 -1.649654 -0.087 -0.057 0.257
H 2.574965 4.356026 -0.018455 -0.072 0.184 -0.221
H 1.177891 4.995962 -0.935840 0.354 -0.015 -0.037
P -1.465360 0.874307 2.253127 -1.370 0.124 2.022
C -0.630461 0.005303 3.622642 0.861 -0.442 -0.635
H -1.210768 0.135200 4.547346 0.052 0.010 -0.328
H 0.379216 0.421704 3.747709 -0.320 -0.076 0.140
H -0.535269 -1.059870 3.370681 -0.041 0.246 0.203
C -1.804829 2.482729 3.079375 0.477 0.399 -0.953
H -1.867335 2.327956 4.164454 -0.032 -0.022 -0.306
H -2.733420 2.921615 2.695592 0.167 -0.074 0.216
H -0.977112 3.167607 2.854534 -0.207 0.039 0.295
C -3.125782 0.111625 2.265255 0.307 -0.298 -0.894
H -3.634014 0.344917 3.208436 0.124 0.003 -0.153
H -3.013306 -0.973316 2.146027 -0.185 0.211 0.087
H -3.698913 0.502142 1.415087 -0.145 -0.106 0.325
Re -0.514223 1.895925 -1.234772 6.777 -2.820 2.225
C 0.547254 0.291947 -1.828478 2.272 -2.535 -0.092
O 1.287453 -0.581302 -2.088519 -2.486 2.752 0.544
C 0.553097 1.908405 0.484814 2.235 -0.595 2.283
O 1.323392 1.882647 1.368792 -2.391 0.353 -2.637
C -1.605091 3.729882 -0.923461 -0.111 2.006 0.184
C -2.392745 2.671963 -0.470972 -1.053 0.305 0.916
C -2.631185 1.563537 -1.292271 -2.243 -0.695 -0.062
C -2.172932 1.569383 -2.615839 -0.949 -0.427 -1.056
C -1.363108 2.607601 -3.077523 0.022 0.606 -1.644
C -1.053552 3.692419 -2.221272 -0.585 1.038 -0.455
H -1.325016 4.533961 -0.243556 -0.285 -0.080 -0.233
H -2.808286 2.695057 0.531128 0.183 -0.008 -0.148
H -3.224227 0.726090 -0.925006 0.102 0.300 -0.115
H -2.411411 0.739514 -3.275925 0.133 0.179 0.137
H -0.910037 2.549314 -4.067095 -0.289 0.095 0.197
H -0.403115 4.484456 -2.564800 -0.075 0.043 0.036
N 2.613868 -5.327613 4.904785 -0.834 -1.658 -2.314
C 2.242137 -5.448411 3.590824 1.449 3.394 3.768
O 1.906423 -6.514780 3.101417 -0.486 -1.521 -0.850
C 2.218872 -4.166548 2.807662 -0.426 0.626 -1.756
C 2.264208 -2.888036 3.385059 0.023 -0.052 0.093
C 2.248391 -1.756961 2.549098 -0.022 -0.808 -0.288
N 2.160471 -1.834511 1.211134 -0.046 -0.514 0.137
C 2.105101 -3.053367 0.647915 0.057 -0.082 0.789
C 2.110779 -4.241572 1.407013 0.081 0.095 -0.220
H 2.746838 -6.195029 5.405785 -0.033 -0.148 0.385
H 3.106651 -4.529781 5.255355 0.282 0.431 -0.147
H 2.294370 -2.732212 4.460214 0.021 -0.009 -0.153
H 2.309399 -0.753907 2.974191 0.036 -0.341 -0.044
H 2.059778 -3.100827 -0.448115 0.052 0.037 0.558
H 2.036658 -5.201137 0.886495 0.147 0.316 0.232
```
Forces are in eV/Å.

* spin multiplicity: 4
* max |F|: 7.67 eV Å⁻¹
* ⟨S²⟩: 3.7733
* net charge: +4
* E_LUMO (alpha / beta): -11.08 / -14.80 eV
* energy: -2335.8143 Eh
* highest occupied orbital energy (alpha / beta): -19.45 / -19.50 eV

Here are the Löwdin charges for atoms 1 to 8, given in e: 0.99, -0.22, 0.09, 0.05, 0.05, -0.21, 0.07, 0.05

=====

What is the max |F| in the third record? 7.67 eV Å⁻¹